No. 1
Formula: CH4N3O3
Source: OMol25
Level of theory: the ωB97M-V functional and the def2-TZVPD basis

Computed properties:
LUMO energy, eV: -4.0
HOMO-LUMO gap, eV: 12.06
ΔE to the lowest compared entry with this formula, charge and spin, kcal per mole: 0.0
Highest occupied orbital energy, Eh: -0.5898

```
! RIJCOSX wB97M-V def2-TZVPD def2/J DEFGRID3
* xyz 1 1
C -0.24210 0.91072 -2.20195
N 1.26547 -0.62425 0.22717
N 2.24448 -0.16459 -0.08759
N -1.19232 -0.41591 1.36994
O 0.19991 1.36749 -3.15544
O -0.58759 0.42907 -1.22065
O 3.23770 0.22116 -0.44103
H -0.45851 -0.34528 0.65942
H -2.04462 -0.99338 0.98890
H -1.68707 0.51004 1.75470
H -0.73534 -0.89506 2.10653
*
```

No. 2
Formula: CH4N3P
Source: OMol25
Level of theory: the ωB97M-V functional and the def2-TZVPD basis

Computed properties:
LUMO energy, eV: 0.1
HOMO-LUMO gap, eV: 9.44
ΔE to the lowest compared entry with this formula, charge and spin, kcal per mole: 99.6
Highest occupied orbital energy, Eh: -0.3441

```
! RIJCOSX wB97M-V def2-TZVPD def2/J DEFGRID3
* xyz 0 1
C -1.00842 -0.06641 -0.43131
N 1.79928 0.61780 -0.41990
N 2.18989 0.77167 0.60490
N 2.95441 0.97739 1.46142
P -1.52884 -1.11162 -1.76090
H 0.05296 0.19643 -0.41191
H -1.91727 0.28495 0.05348
H 2.48002 0.84068 2.34026
H -0.18911 -1.22955 -2.37900
*
```

No. 3
Formula: CH4N3P
Source: OMol25
Level of theory: the ωB97M-V functional and the def2-TZVPD basis

Computed properties:
LUMO energy, eV: 0.2
HOMO-LUMO gap, eV: 9.38
ΔE to the lowest compared entry with this formula, charge and spin, kcal per mole: 94.3
Highest occupied orbital energy, Eh: -0.3364

```
! RIJCOSX wB97M-V def2-TZVPD def2/J DEFGRID3
* xyz 0 1
C 0.78304 -0.79460 -0.10356
N -0.62879 -1.27614 0.06175
N -1.44861 -0.41352 -0.00115
N -0.99807 0.82591 0.12670
P 0.67401 1.08505 -0.10096
H 1.51942 -1.19233 0.63777
H 0.94573 -1.04030 -1.26056
H -1.84476 1.63423 -0.70234
H 0.99803 1.17170 1.34235
*
```

No. 4
Formula: CH4N3P
Source: OMol25
Level of theory: the ωB97M-V functional and the def2-TZVPD basis

Computed properties:
LUMO energy (spin up / spin down), eV: -0.5 / -0.3
HOMO-LUMO gap (spin up / spin down), eV: 7.47 / 7.43
ΔE to the lowest compared entry with this formula, charge and spin, kcal per mole: 127.1
Highest occupied orbital energy (spin up / spin down), Eh: -0.2922 / -0.2853

```
! RIJCOSX wB97M-V def2-TZVPD def2/J DEFGRID3
* xyz 0 1
C 0.85842 -0.75290 -0.29389
N -0.04470 0.30005 -0.35729
N -1.28026 0.25582 -0.30897
N -2.19442 0.80004 0.31602
P 2.20782 0.61079 0.01646
H 0.61336 -1.32171 0.65835
H 1.00133 -1.22097 -1.27219
H -3.06613 0.82220 -0.15581
H 1.90460 0.50668 1.39732
*
```

No. 5
Formula: CH4N4
Source: OMol25
Level of theory: the ωB97M-V functional and the def2-TZVPD basis

Computed properties:
LUMO energy, eV: 0.9
HOMO-LUMO gap, eV: 9.02
ΔE to the lowest compared entry with this formula, charge and spin, kcal per mole: 141.1
Highest occupied orbital energy, Eh: -0.3001

```
! RIJCOSX wB97M-V def2-TZVPD def2/J DEFGRID3
* xyz 0 1
C -0.30176 1.36613 0.08105
N -0.37261 -0.85014 0.50856
N 0.06413 -1.08529 -0.80329
N -0.02468 0.39090 0.84786
N 0.52414 -0.34738 -1.59890
H 0.19327 2.27725 0.30792
H -0.94262 1.52536 -0.77125
H -0.56173 -1.53234 1.21151
H -0.00395 -2.18029 -1.05282
*
```

No. 6
Formula: CH4N4S
Source: OMol25
Level of theory: the ωB97M-V functional and the def2-TZVPD basis

Computed properties:
LUMO energy, eV: 0.7
HOMO-LUMO gap, eV: 9.93
ΔE to the lowest compared entry with this formula, charge and spin, kcal per mole: 0.0
SMILES: [H]/N=N/SC.N#N
Highest occupied orbital energy, Eh: -0.3380

```
! RIJCOSX wB97M-V def2-TZVPD def2/J DEFGRID3
* xyz 0 1
C 1.67530 0.58459 -0.56215
N -3.49727 0.85735 -0.97647
N -3.25702 1.32637 -0.01652
N 0.23321 -1.00531 0.77837
N -0.65124 -1.80959 1.09823
S 0.92757 -1.06479 -0.68190
H 2.09705 0.71750 -1.50387
H 2.52477 0.64128 0.09003
H 0.90317 1.20105 -0.17177
H -0.95555 -1.44845 1.94605
*
```

No. 7
Formula: CH4N5
Source: OMol25
Level of theory: the ωB97M-V functional and the def2-TZVPD basis

Computed properties:
LUMO energy, eV: -5.8
HOMO-LUMO gap, eV: 11.65
ΔE to the lowest compared entry with this formula, charge and spin, kcal per mole: 64.2
SMILES: C[n+]1nnn[nH]1
Highest occupied orbital energy, Eh: -0.6429

```
! RIJCOSX wB97M-V def2-TZVPD def2/J DEFGRID3
* xyz 1 1
C 1.15778 0.70609 0.17834
N -1.87947 -0.38947 -1.10234
N -1.76438 -1.18147 -0.12446
N -0.84855 0.42693 -1.11906
N -0.71198 -0.97515 0.47788
N -0.12408 0.16469 -0.17902
H 0.98619 1.37983 1.07446
H 1.82206 -0.02854 0.33741
H 1.53092 1.35148 -0.70477
H -0.16849 -1.45440 1.16155
*
```

No. 8
Formula: CH4N6O
Source: OMol25
Level of theory: the ωB97M-V functional and the def2-TZVPD basis

Computed properties:
LUMO energy, eV: 0.5
HOMO-LUMO gap, eV: 9.22
ΔE to the lowest compared entry with this formula, charge and spin, kcal per mole: 40.5
SMILES: [H]/N=c1/n(N)nnn1O
Highest occupied orbital energy, Eh: -0.3210

```
! RIJCOSX wB97M-V def2-TZVPD def2/J DEFGRID3
* xyz 0 1
C 0.11930 -0.09014 0.63727
H 2.33337 0.75835 0.77963
H 1.87032 2.34250 0.35952
H -2.25207 -1.65942 0.66660
H 0.41100 -1.21943 2.17074
N 1.83306 1.39341 0.10293
N 0.60425 0.91426 -0.18323
N -0.09751 0.89415 -1.35054
N -1.01990 0.01374 -1.34059
N -0.95317 -0.55641 -0.09559
N 0.86493 -0.50230 1.63435
O -1.46250 -1.84739 0.10358
*
```

No. 9
Formula: CH4N6O
Source: OMol25
Level of theory: the ωB97M-V functional and the def2-TZVPD basis

Computed properties:
LUMO energy, eV: 0.7
HOMO-LUMO gap, eV: 9.81
ΔE to the lowest compared entry with this formula, charge and spin, kcal per mole: 43.6
SMILES: N/N=c1/onnn1N
Highest occupied orbital energy, Eh: -0.3350

```
! RIJCOSX wB97M-V def2-TZVPD def2/J DEFGRID3
* xyz 0 1
C -0.28478 -0.78036 -0.08882
H 2.64910 -0.85153 -0.48094
H 2.17886 -0.26003 0.86334
H 0.18147 1.80756 0.86993
H 0.15460 1.80411 -0.85672
N 1.88392 -0.35163 -0.09878
N 0.84568 -1.28472 -0.01260
N -2.60339 -0.84430 0.02232
N -2.30622 0.33274 -0.07778
N -0.89947 0.45400 -0.09457
N -0.38214 1.63585 -0.01458
O -1.41764 -1.66168 -0.03079
*
```

No. 10
Formula: CH4N6O
Source: OMol25
Level of theory: the ωB97M-V functional and the def2-TZVPD basis

Computed properties:
LUMO energy, eV: -0.3
HOMO-LUMO gap, eV: 8.62
ΔE to the lowest compared entry with this formula, charge and spin, kcal per mole: 90.6
SMILES: N/N=c1\nn[nH]n1O
Highest occupied orbital energy, Eh: -0.3265

```
! RIJCOSX wB97M-V def2-TZVPD def2/J DEFGRID3
* xyz 0 1
C -0.25680 -0.07268 -0.40839
H -1.12214 -2.14626 -0.14061
H -1.63014 -2.12553 -1.80203
H 0.24292 1.68455 1.90909
H 1.95744 2.28348 -1.05780
N -1.65128 -1.67771 -0.85221
N -1.24476 -0.41467 -1.16101
N 0.01975 -1.07464 0.58361
N 0.26347 -0.33727 1.61548
N 0.69801 0.97584 1.34199
N 0.38119 1.21252 -0.09030
O 1.60350 1.24392 -0.81516
*
```

no.,strongest force on any atom (eV Å⁻¹)
1,4.71
2,6.03
3,8.07
4,3.13
5,5.66
6,2.71
7,5.52
8,3.30
9,4.47
10,6.78